DFT (wB97M-V/def2-TZVPD) results for a single C11H16 molecule in a non-equilibrium geometry.

The geometry in ORCA input format:
```
! wB97M-V def2-TZVPD RIJCOSX def2/J DEFGRID3
* xyz 0 1
C -0.29 1.00 -0.16
C 0.46 -0.19 2.12
H -0.11 2.03 -0.56
C 2.29 0.43 -1.21
H 1.93 2.48 0.66
C 0.49 -1.32 -0.73
C 1.70 1.75 1.33
H -3.43 -1.83 -0.05
H -0.26 0.33 2.81
H 3.05 0.01 -0.54
H 1.12 -2.09 -1.05
H -3.41 -1.87 -1.85
H -4.00 -0.49 -0.97
H 2.47 1.22 1.70
C -1.88 -0.72 -0.77
C 0.68 0.65 0.88
H -0.93 -2.68 -1.19
H 2.19 0.00 -2.20
H 0.13 -1.27 1.97
H 1.24 2.34 2.14
C -1.65 0.57 -0.53
H -2.42 1.27 -0.65
C -0.82 -1.66 -0.91
H 1.42 -0.23 2.64
C 1.01 0.03 -0.44
C -3.28 -1.24 -1.03
H 2.29 1.48 -1.42
*
```

Summary:
* HOMO-LUMO gap: 8.93 eV
* highest occupied orbital energy: -8.0 eV